No. 1
ORCA calculation (ωB97M-V/def2-TZVPD) on C2H7NO2 as an isolated structure in a non-equilibrium geometry.

Each line ends with the natural charge from an NBO analysis.
Element x y z (Å)
O 1.87813 -1.14515 -0.67966  -0.57
O 0.96458 1.18744 0.42376  -0.64
N 0.70056 -0.70649 -0.81992  -0.08
C 0.18195 0.37982 -0.33472  0.46
C -1.23998 0.75123 -0.59207  -0.68
H 0.46015 1.94325 0.74170  0.49
H -1.79139 0.82820 0.34714  0.23
H -1.29972 1.71657 -1.09835  0.23
H 1.21649 -1.79641 2.08038  0.03
H 0.59459 -1.88305 2.54108  -0.03
H 0.06188 -1.28169 -1.39398  0.35
H -1.72723 0.00628 -1.21538  0.23

Atomic forces in eV per Å
O 0.7 -0.1 0.2
O 0.0 -0.5 -0.3
N -0.8 0.3 -0.1
C 0.0 0.2 0.1
C 0.2 0.0 0.1
H -0.1 -0.1 -0.1
H 0.0 0.0 0.0
H 0.0 0.0 0.0
H -0.9 -0.1 0.6
H 0.9 0.1 -0.7
H 0.1 0.3 0.3
H 0.0 0.0 0.0

E = -7769.401 eV
Net charge = 0
HOMO level = -8.014 eV
Energy above the lowest of the compared OMol25 structures with the same formula, charge and spin = 95.1 kcal per mole
LUMO energy = 0.45 eV

=====

No. 2
ORCA calculation (ωB97M-V/def2-TZVPD) on a 2-piece molecular cluster, C2H7NO2 overall in a non-equilibrium geometry.

Each line ends with the natural charge from an NBO analysis.
Element x y z (Å)
O 1.10890 -0.87650 0.34960  -0.75
O -3.34357 0.39681 -0.65195  -0.61
N -1.22582 0.05671 -1.39473  -0.85
C -2.12774 0.22086 -0.42429  0.51
C 1.74068 0.19147 0.99407  -0.25
H -0.26274 -0.36167 -1.26983  0.42
H 2.37743 -0.25413 1.80222  0.18
H -1.83123 0.17424 0.58883  0.13
H -1.11336 0.50774 -2.31098  0.41
H 1.49570 -1.72274 0.72114  0.48
H 2.19127 0.77178 0.19675  0.18
H 0.99045 0.89543 1.39917  0.17

Atomic forces in eV per Å
O 0.0 -2.8 0.3
O 2.3 0.1 0.4
N 4.4 -0.7 -1.8
C -4.1 0.5 -1.6
C -0.2 0.4 0.7
H -1.8 0.6 1.2
H -0.1 1.3 -0.8
H 1.0 -0.4 1.2
H -1.8 -0.1 0.7
H -0.9 1.6 -0.9
H 1.1 0.1 0.3
H 0.2 -0.5 0.3

SMILES = NC=O.CO
E = -7771.546 eV
Net charge = 0
HOMO level = -9.596 eV
Energy above the lowest of the compared OMol25 structures with the same formula, charge and spin = 45.7 kcal per mole
LUMO energy = 0.48 eV

=====

No. 3
ORCA calculation (ωB97M-V/def2-TZVPD) on a 2-piece molecular cluster, C2H7NO2 overall in a non-equilibrium geometry.

Each line ends with the natural charge from an NBO analysis.
Element x y z (Å)
O -1.92461 0.52149 1.88246  -0.73
O 2.15322 -0.82651 -1.47955  -0.58
N 0.60824 0.79361 -1.02343  -0.84
C 1.69638 0.26784 -1.70283  0.53
C -1.94044 -0.90576 1.84387  -0.25
H -1.89666 0.85592 0.97234  0.46
H 0.61688 1.80865 -1.06043  0.39
H 0.57487 0.31776 -0.13025  0.40
H -1.75510 -1.22028 2.86499  0.18
H -2.89033 -1.29979 1.50557  0.17
H -1.12845 -1.27480 1.23269  0.16
H 2.11444 0.90883 -2.50239  0.11

Atomic forces in eV per Å
O 0.0 0.1 -0.5
O -0.1 0.1 0.0
N 1.2 -0.1 -0.6
C -0.1 -0.3 -0.2
C 0.3 0.6 0.4
H -0.1 -0.2 0.4
H -0.4 -0.3 0.5
H -0.5 0.5 0.3
H -0.1 -0.2 0.1
H -0.2 -0.1 -0.1
H 0.2 -0.3 -0.3
H -0.2 0.0 0.1

SMILES = NC=O.CO
E = -7772.158 eV
Net charge = 0
HOMO level = -10.344 eV
Energy above the lowest of the compared OMol25 structures with the same formula, charge and spin = 31.5 kcal per mole
LUMO energy = 0.68 eV

=====

No. 4
ORCA calculation (ωB97M-V/def2-TZVPD) on a 2-piece molecular cluster, C2H7NO2 overall in a non-equilibrium geometry.

Each line ends with the natural charge from an NBO analysis.
Element x y z (Å)
O -2.36067 -0.52917 -0.71119  -0.27
O 2.17974 -1.38516 -0.20156  -0.88
N 0.15530 1.28516 0.15260  -0.48
C -1.26537 -0.52711 -0.30469  0.43
C -0.78165 0.51477 0.81879  -0.33
H 2.02544 -1.68764 -1.04386  0.47
H 0.68886 0.74221 -0.52902  0.38
H -0.10948 2.19259 -0.22503  0.43
H 1.86200 -0.47805 -0.20828  0.42
H -1.68408 1.08034 1.10156  0.27
H -0.54636 -1.29256 -0.68033  0.21
H -0.16373 0.08463 1.83102  0.34

Atomic forces in eV per Å
O -0.5 0.8 0.3
O -0.1 1.4 3.1
N -0.4 0.1 -1.5
C 0.3 -2.1 0.0
C 0.9 0.2 2.8
H -0.3 -1.4 -3.3
H 0.5 0.7 0.4
H 0.1 0.1 0.2
H 0.7 -0.1 0.2
H 0.6 -0.1 0.2
H 0.3 0.5 0.4
H -2.0 0.0 -2.7

E = -7761.618 eV
Net charge = +1
Spin multiplicity = 2
HOMO level (spin up / spin down) = -16.149 / -16.115 eV
Energy above the lowest of the compared OMol25 structures with the same formula, charge and spin = 52.8 kcal per mole
LUMO energy (spin up / spin down) = -5.09 / -9.30 eV

=====

No. 5
ORCA calculation (ωB97M-V/def2-TZVPD) on an isolated ion of composition C2H7NO2P and charge +1 in a non-equilibrium geometry.

Each line ends with the natural charge from an NBO analysis.
Element x y z (Å)
P -0.04649 -0.39318 0.87177  1.16
O -2.50371 0.27139 0.02376  -0.69
O 1.50584 0.29931 0.18754  -0.54
N 0.21943 -1.87781 -0.21808  -1.14
C 2.41313 -0.39276 -0.20577  0.38
C -1.25735 0.76615 0.06080  -0.36
H -0.48654 -2.13073 -0.88483  0.42
H 2.28866 -1.49135 -0.28692  0.21
H -1.13857 1.80284 0.30912  0.23
H -0.93199 0.71413 -0.94134  0.20
H 3.39648 0.09824 -0.36942  0.20
H -3.16236 0.56394 0.83472  0.51
H 0.31882 -2.71460 0.35373  0.40

Atomic forces in eV per Å
P 0.6 -3.0 -0.4
O -4.7 -0.1 3.4
O -1.5 1.6 0.5
N -1.0 1.9 2.0
C 2.5 -1.2 -0.2
C 1.8 -0.1 -1.0
H -0.5 0.4 -0.6
H 0.1 0.7 -0.2
H 0.2 0.5 0.9
H 0.5 0.2 -1.7
H -0.7 -0.2 -0.2
H 2.8 -1.0 -2.9
H 0.0 0.2 0.3

E = -17052.053 eV
Net charge = +1
HOMO level = -13.975 eV
Energy above the lowest of the compared OMol25 structures with the same formula, charge and spin = 72.6 kcal per mole
LUMO energy = -5.33 eV

=====

No. 6
ORCA calculation (ωB97M-V/def2-TZVPD) on C2H7NO2S in the gas phase in a non-equilibrium geometry.

Each line ends with the natural charge from an NBO analysis.
Element x y z (Å)
S 1.42248 0.42631 0.37862  1.76
O 1.99393 -0.35647 1.39647  -0.90
O 1.43177 2.53642 0.20316  -0.72
N -0.04053 -0.36685 -0.08802  -0.60
C -0.81720 -0.95675 0.98266  -0.41
C -0.67489 0.31195 -1.22823  -0.44
H -0.32820 -1.56834 1.63067  0.22
H 2.14543 0.12821 -0.69489  0.03
H -1.54042 -1.42627 0.37605  0.22
H -0.52470 -0.32804 -2.08344  0.20
H -0.17046 1.21763 -1.35931  0.24
H -1.24796 -0.20474 1.67480  0.19
H -1.64924 0.58695 -1.18853  0.21

Atomic forces in eV per Å
S -2.2 4.6 -2.5
O 0.9 -0.8 2.7
O -0.2 -5.5 0.6
N 2.2 1.6 0.4
C -1.4 3.2 -0.8
C 2.6 -1.9 0.0
H 1.9 -2.2 1.1
H 0.1 0.3 -0.9
H -1.4 -1.0 0.2
H -0.1 -0.1 -0.5
H 1.0 1.5 -0.5
H -0.3 -0.1 -0.6
H -3.2 0.4 1.0

SMILES = CN(C)[SH](=O)=O
E = -18601.414 eV
Net charge = 0
HOMO level (spin up / spin down) = -9.856 / -9.856 eV
Energy above the lowest of the compared OMol25 structures with the same formula, charge and spin = 160.9 kcal per mole
LUMO energy (spin up / spin down) = -0.75 / -0.75 eV

=====

No. 7
ORCA calculation (ωB97M-V/def2-TZVPD) on a 2-piece molecular cluster, C2H7NO3 overall in a non-equilibrium geometry.

Each line ends with the natural charge from an NBO analysis.
Element x y z (Å)
O 0.76471 2.18312 0.73273  -0.89
O -0.83920 -1.95316 0.58110  -0.59
O 0.37077 -0.16318 1.13852  -0.71
N 0.37361 0.46548 -1.71566  -0.84
C -0.70829 -0.28932 -1.05355  -0.35
C -0.36771 -0.87898 0.31949  0.78
H -0.97282 -1.13194 -1.67932  0.21
H 1.70578 2.37337 0.74294  0.50
H 0.53116 0.09353 -2.65630  0.36
H 0.59101 0.78260 0.79430  0.49
H 0.39249 2.46256 1.57330  0.50
H -1.62248 0.30846 -1.04074  0.20
H 1.26260 0.31298 -1.25517  0.35

Atomic forces in eV per Å
O 0.1 0.9 -0.3
O 0.3 -0.3 0.7
O 0.4 0.1 0.1
N 0.3 0.0 -0.4
C 0.5 0.0 -0.7
C -1.0 0.1 -1.2
H -0.1 -0.4 0.1
H 0.1 0.3 0.1
H -0.3 0.2 0.4
H -0.5 -1.3 0.3
H 0.1 0.2 0.2
H 0.1 0.2 0.5
H 0.0 0.0 0.2

SMILES = NCC(=O)O.O
E = -9819.917 eV
Net charge = 0
HOMO level = -9.199 eV
Energy above the lowest of the compared OMol25 structures with the same formula, charge and spin = 24.1 kcal per mole
LUMO energy = 0.16 eV

=====

No. 8
ORCA calculation (ωB97M-V/def2-TZVPD) on a 2-piece molecular cluster, C2H7NO3 overall.

Each line ends with the natural charge from an NBO analysis.
Element x y z (Å)
O -0.32749 -1.62275 0.93924  -0.65
O 0.89728 1.36475 -0.90782  -0.73
O 0.28498 1.02768 1.80948  -0.97
N -0.71800 -0.38993 -0.92712  -0.62
C -1.09923 -1.08712 0.15591  0.51
C 0.66201 0.02477 -1.18003  0.08
H -0.01982 0.14924 1.51063  0.49
H 0.68959 1.51609 0.03853  0.50
H 0.91770 -0.20410 -2.21311  0.18
H -1.42660 0.05639 -1.48848  0.40
H 1.03735 0.81165 2.37568  0.48
H 1.26781 -0.58190 -0.51812  0.18
H -2.16558 -1.06478 0.40521  0.13

Atomic forces in eV per Å
O 0.0 0.0 -0.1
O -0.5 0.5 -0.2
O 0.1 -0.2 -0.1
N -0.1 0.4 -0.5
C 0.2 0.0 0.6
C 0.2 -0.6 0.5
H 0.2 0.2 0.5
H 0.2 -0.1 -0.2
H 0.0 0.3 0.0
H -0.1 0.0 0.1
H -0.1 0.2 -0.1
H 0.1 -0.4 0.0
H -0.3 -0.1 -0.5

SMILES = O=CNCO.O
E = -9820.268 eV
Net charge = 0
HOMO level = -10.325 eV
Energy above the lowest of the compared OMol25 structures with the same formula, charge and spin = 16.0 kcal per mole
LUMO energy = 0.78 eV

=====

No. 9
ORCA calculation (ωB97M-V/def2-TZVPD) on a 2-piece molecular cluster, C2H7NO3 overall in a non-equilibrium geometry.

Each line ends with the natural charge from an NBO analysis.
Element x y z (Å)
O 1.81164 -0.99306 0.94111  -0.72
O 1.43723 0.93460 -0.30432  -0.60
O -0.88772 -0.32096 1.08934  -0.80
N -1.21822 0.76998 -1.06827  -0.85
C -1.04347 -0.42197 -0.42340  0.07
C 2.22607 0.11771 0.17594  0.65
H -0.53282 1.46380 -0.77151  0.41
H 3.27367 0.10178 0.29659  0.13
H -1.78238 -0.06975 1.33014  0.47
H -2.19626 1.11849 -1.16402  0.37
H -1.90602 -1.12084 -0.57671  0.17
H 0.88609 -0.72680 1.22617  0.52
H -0.06782 -0.85298 -0.75108  0.18

Atomic forces in eV per Å
O -0.5 2.6 -0.9
O 2.9 -1.8 1.0
O -0.4 -0.1 -1.6
N -1.6 2.0 -0.7
C 0.7 -2.1 1.2
C -4.0 -0.4 1.3
H -0.4 -0.2 -0.4
H 1.6 0.6 -0.9
H 0.1 0.1 0.7
H 1.4 -0.3 0.4
H 0.9 0.5 -0.2
H 0.5 -0.7 -0.3
H -1.0 -0.1 0.4

SMILES = O=CO.NCO
E = -9819.506 eV
Net charge = 0
HOMO level = -9.595 eV
Energy above the lowest of the compared OMol25 structures with the same formula, charge and spin = 33.5 kcal per mole
LUMO energy = 0.83 eV

=====

No. 10
ORCA calculation (ωB97M-V/def2-TZVPD) on C2H7NO3 as an isolated structure in a non-equilibrium geometry.

Each line ends with the natural charge from an NBO analysis.
Element x y z (Å)
O -1.35098 0.58192 -1.19930  -0.74
O 0.18705 -0.72588 0.02115  -0.46
O -0.71277 1.04977 0.98285  -0.61
N 0.31969 -1.83997 -0.83054  -0.50
C -1.07815 0.13901 0.11097  0.61
C 1.20014 0.95439 0.97433  -0.20
H 1.15742 1.98520 0.65288  0.19
H 1.29765 0.72722 2.02676  0.20
H 1.95688 0.39864 0.43149  0.21
H -1.89399 -0.52838 0.41137  0.14
H -0.28919 -2.58585 -0.50193  0.33
H -0.79566 1.36282 -1.33404  0.47
H 0.00191 -1.51888 -1.74598  0.34

Atomic forces in eV per Å
O 0.0 0.0 0.5
O -1.2 -0.1 0.5
O 2.4 -0.5 -0.3
N -0.3 0.7 -0.3
C 0.8 -1.5 -1.3
C -0.7 1.2 0.6
H 0.3 0.1 0.5
H -0.3 0.4 0.1
H -0.7 -0.2 -0.4
H 0.0 0.2 0.0
H -0.1 0.2 0.0
H -0.1 -0.1 0.0
H -0.1 -0.3 0.1

E = -9815.395 eV
Net charge = 0
HOMO level = -9.697 eV
Energy above the lowest of the compared OMol25 structures with the same formula, charge and spin = 128.4 kcal per mole
LUMO energy = 0.29 eV

=====

Q: energy above the lowest of the compared OMol25 structures with the same formula, charge and spin of number 1 (C2H7NO2)?
A: 95.1 kcal per mole

=====

Repeat the eighth record exactly.
ORCA calculation (ωB97M-V/def2-TZVPD) on a 2-piece molecular cluster, C2H7NO3 overall.

Each line ends with the natural charge from an NBO analysis.
Element x y z (Å)
O -0.32749 -1.62275 0.93924  -0.65
O 0.89728 1.36475 -0.90782  -0.73
O 0.28498 1.02768 1.80948  -0.97
N -0.71800 -0.38993 -0.92712  -0.62
C -1.09923 -1.08712 0.15591  0.51
C 0.66201 0.02477 -1.18003  0.08
H -0.01982 0.14924 1.51063  0.49
H 0.68959 1.51609 0.03853  0.50
H 0.91770 -0.20410 -2.21311  0.18
H -1.42660 0.05639 -1.48848  0.40
H 1.03735 0.81165 2.37568  0.48
H 1.26781 -0.58190 -0.51812  0.18
H -2.16558 -1.06478 0.40521  0.13

Atomic forces in eV per Å
O 0.0 0.0 -0.1
O -0.5 0.5 -0.2
O 0.1 -0.2 -0.1
N -0.1 0.4 -0.5
C 0.2 0.0 0.6
C 0.2 -0.6 0.5
H 0.2 0.2 0.5
H 0.2 -0.1 -0.2
H 0.0 0.3 0.0
H -0.1 0.0 0.1
H -0.1 0.2 -0.1
H 0.1 -0.4 0.0
H -0.3 -0.1 -0.5

SMILES = O=CNCO.O
E = -9820.268 eV
Net charge = 0
HOMO level = -10.325 eV
Energy above the lowest of the compared OMol25 structures with the same formula, charge and spin = 16.0 kcal per mole
LUMO energy = 0.78 eV

=====

Q: Which value of energy above the lowest of the compared OMol25 structures with the same formula, charge and spin does entry 2 give?
A: 45.7 kcal per mole